[1]
{
  "formula": "C5H5NO",
  "method": "ωB97M-V/def2-TZVPD",
  "symbols": ["C", "C", "C", "C", "C", "H", "H", "H", "H", "H", "N", "O"],
  "positions_angstrom": [[0.784, 1.398, -0.583], [0.141, 0.274, -0.069], [-0.631, -0.813, -0.572], [-1.048, -1.544, 0.454], [-0.488, -0.910, 1.629], [1.444, 2.503, -2.002], [1.527, 1.974, 0.153], [-0.536, -1.062, -1.618], [-1.610, -2.487, 0.465], [-0.712, -1.193, 2.645], [0.297, 0.092, 1.338], [0.833, 1.767, -1.839]],
  "forces_ev_per_angstrom": [[1.7, -1.1, 3.1], [1.9, 1.8, 0.7], [0.7, 0.4, -2.4], [-0.6, -1.1, 1.0], [0.4, 0.5, -0.2], [-0.3, -0.3, 0.3], [-2.1, -1.3, -1.4], [-0.9, -0.1, -0.2], [0.3, 0.6, -0.2], [0.3, -0.1, 0.2], [-1.1, 0.4, 0.2], [-0.3, 0.3, -1.3]],
  "nbo_charge": [0.283, -0.061, -0.229, -0.277, 0.015, 0.500, 0.193, 0.222, 0.222, 0.192, -0.418, -0.642],
  "homo_lumo_gap_ha": 0.3260,
  "homo_energy_ha": -0.32081,
  "smiles": "O/C=C1\\C=CC=N1",
  "relative_energy_kcal_mol": 40.45
}

[2]
{
  "formula": "C19H28ClNiO6",
  "method": "ωB97M-V/def2-TZVPD",
  "symbols": ["O", "C", "C", "H", "H", "C", "H", "H", "C", "H", "H", "H", "C", "H", "H", "H", "Ni", "C", "C", "C", "H", "C", "C", "H", "H", "H", "H", "C", "C", "C", "H", "C", "C", "H", "H", "H", "H", "O", "C", "C", "H", "H", "C", "H", "H", "C", "H", "H", "H", "H", "O", "Cl", "O", "O", "O"],
  "positions_angstrom": [[-0.760, -2.128, -3.725], [0.081, -3.282, -4.097], [-0.462, -3.430, -5.512], [-0.126, -4.145, -3.453], [1.153, -3.058, -4.078], [-1.368, -2.273, -5.042], [-0.996, -4.363, -5.707], [0.229, -3.161, -6.318], [-2.805, -2.749, -5.026], [-2.896, -3.707, -4.507], [-3.164, -2.882, -6.061], [-3.465, -2.030, -4.535], [-1.219, -1.048, -5.901], [-0.175, -0.746, -5.978], [-1.793, -0.214, -5.496], [-1.588, -1.240, -6.917], [0.346, 2.854, 2.044], [2.119, 3.647, 2.754], [2.266, 2.325, 3.288], [2.129, 1.396, 2.229], [2.619, 2.082, 4.285], [1.892, 2.138, 1.019], [1.946, 3.548, 1.327], [1.902, 4.367, 0.624], [2.287, 4.553, 3.325], [2.306, 0.325, 2.295], [1.861, 1.704, 0.034], [-0.937, 2.028, 4.690], [-0.932, 2.850, 3.379], [-1.309, 1.977, 2.306], [-1.211, 3.892, 3.495], [-1.421, 0.612, 2.857], [-1.252, 0.650, 4.207], [-1.288, -0.171, 4.919], [-1.612, 2.430, 5.471], [-1.775, 2.266, 1.368], [-1.724, -0.264, 2.281], [-0.507, -1.539, 0.568], [-0.386, -0.565, -0.531], [0.661, -1.149, -1.470], [-0.044, 0.443, -0.204], [-1.340, -0.477, -1.056], [1.014, -2.491, -0.773], [1.537, -0.509, -1.606], [0.225, -1.311, -2.451], [0.831, -2.111, 0.683], [1.979, -2.913, -1.039], [0.227, -3.215, -1.050], [1.597, -1.351, 0.962], [0.812, -2.942, 1.388], [0.751, 4.337, 5.381], [0.937, 3.179, 6.214], [2.302, 2.815, 6.427], [0.147, 3.199, 7.400], [0.397, 1.845, 5.316]],
  "forces_ev_per_angstrom": [[0.0, -1.7, -2.1], [0.8, -0.4, 0.8], [-0.1, 0.6, 0.7], [0.1, 0.3, 0.0], [-0.2, 0.2, 0.4], [-0.9, -0.1, -1.5], [0.2, 0.2, -0.1], [-0.1, -0.2, 0.2], [-0.5, 0.1, 0.3], [0.0, 0.1, 0.0], [0.2, 0.0, 0.3], [0.0, 0.0, 0.0], [0.0, 0.6, -0.1], [0.1, 0.0, 0.1], [0.0, 0.1, 0.1], [0.0, -0.1, 0.2], [0.5, -0.7, 0.6], [1.4, -0.2, 0.0], [0.8, 0.5, -1.0], [0.2, 0.9, -0.5], [-0.5, 0.1, -0.3], [1.4, -0.4, -0.4], [1.4, 0.0, -0.1], [0.1, 0.0, 0.0], [-0.2, -0.1, -0.2], [-0.4, 0.3, 0.0], [0.0, 0.0, -0.1], [-0.7, -0.1, -1.9], [-2.2, 0.0, 2.6], [-1.5, -1.9, 0.4], [-0.3, 0.1, -0.2], [-0.6, 0.9, -0.8], [0.1, 0.1, 0.8], [0.0, 0.0, -0.3], [0.4, 0.0, 0.0], [-0.3, 0.0, 0.1], [0.4, 0.3, 0.1], [1.0, 1.1, -0.1], [0.4, 0.0, 0.5], [0.5, -0.7, -0.3], [-0.5, -0.7, 0.4], [-0.1, -0.1, 0.5], [-0.1, 0.1, -0.6], [0.0, 0.0, 0.3], [0.4, 0.2, 0.4], [-0.9, 0.4, -0.8], [0.3, 0.1, -0.1], [0.4, 0.1, 0.2], [-0.6, -0.4, 0.1], [-0.1, 0.2, 0.0], [0.3, -0.1, 0.9], [-0.4, -1.0, -1.4], [0.1, 0.6, 0.5], [0.1, 0.5, 0.4], [0.2, 0.4, 0.8]],
  "nbo_charge": [-0.541, -0.063, -0.467, 0.184, 0.187, 0.266, 0.207, 0.206, -0.622, 0.210, 0.208, 0.217, -0.621, 0.213, 0.217, 0.207, 0.934, -0.389, -0.283, -0.330, 0.240, -0.435, -0.440, 0.217, 0.231, 0.214, 0.211, -0.003, -0.521, -0.473, 0.211, -0.254, -0.338, 0.193, 0.172, 0.210, 0.218, -0.537, -0.092, -0.455, 0.198, 0.181, -0.421, 0.190, 0.249, -0.075, 0.194, 0.193, 0.173, 0.190, -0.790, 2.427, -0.804, -0.805, -0.610],
  "total_charge": -1,
  "s_squared": 2.0272,
  "homo_lumo_gap_ha": [0.0985, 0.2104],
  "multiplicity": 3,
  "homo_energy_ha": [-0.02196, -0.13390],
  "relative_energy_kcal_mol": 0.18
}

[3]
{
  "formula": "C3HN3O2",
  "method": "ωB97M-V/def2-TZVPD",
  "symbols": ["C", "C", "C", "H", "N", "N", "N", "O", "O"],
  "positions_angstrom": [[-0.460, 0.841, -1.191], [0.496, -0.205, 0.347], [-0.597, -1.117, 0.010], [-0.844, 1.694, -1.965], [0.449, 1.020, -0.350], [1.355, -0.020, 1.323], [1.962, 0.122, 2.216], [-0.983, -2.062, 0.551], [-1.378, -0.273, -0.941]],
  "forces_ev_per_angstrom": [[-4.2, 1.9, -1.5], [0.6, 1.9, -0.7], [0.1, 4.5, -0.1], [0.9, -2.6, 2.0], [0.5, -0.9, -1.4], [-2.8, -2.4, -1.5], [2.5, 0.6, 2.7], [-1.1, -3.0, 0.5], [3.5, 0.0, -0.1]],
  "nbo_charge": [0.342, -0.117, 0.745, 0.213, -0.431, 0.144, 0.122, -0.511, -0.508],
  "homo_lumo_gap_ha": 0.3352,
  "homo_energy_ha": -0.33373,
  "relative_energy_kcal_mol": 51.21
}

The following total energy values (in hartree) correspond, in order, to the records above: -323.4552, -3160.2406, -429.5709.
The following max |F| values (in hartree/bohr) correspond, in order, to the records above: 0.073, 0.066, 0.094.